# 1
Computed, not measured: an isolated ion of composition C6H12NS and charge +1 at a distorted geometry, with ωB97M-V with the def2-TZVPD basis set.

Energy   -18732.5309 eV
Net charge   +1
LUMO level (alpha / beta)   -5.757 / -5.755 eV
HOMO (alpha / beta)   -0.4660 / -0.4660 Ha
Energy above the lowest of the compared OMol25 structures with the same formula, charge and spin   262.73 kJ/mol
HOMO-LUMO gap (alpha / beta)   6.92 / 6.92 eV

Each line ends with the Löwdin charge.
Atoms and positions in Å:
C: -0.52518 -1.83895 0.88300  -0.215
C: 0.32939 -2.70894 0.39234  -0.380
C: 2.21801 -0.76480 -0.03684  -0.344
C: 2.93506 0.32113 -0.80015  -0.060
C: -1.88738 1.16007 -0.36991  -0.087
C: -1.64421 0.50192 0.95777  -0.178
N: -0.64382 -0.55070 0.59473  -0.033
S: 1.59338 -2.18556 -0.68625  1.138
H: -1.35447 -2.18072 1.54838  0.168
H: 0.36530 -3.67766 0.76898  0.058
H: 2.00068 -0.65426 0.96347  0.066
H: 2.88138 0.20422 -1.83366  0.069
H: 3.97521 0.05950 -0.52730  0.123
H: 2.67944 1.26231 -0.41185  0.082
H: -2.37658 2.12243 -0.37378  0.082
H: -0.81975 1.39451 -0.79577  0.110
H: -2.36665 0.50604 -1.03295  0.062
H: -2.56445 0.33074 1.50955  0.131
H: -0.93256 1.14624 1.51914  0.126
H: 0.07121 -0.27886 -0.08163  0.080

Force components x, y, z for each atom (eV/Å):
-4.018 1.879 1.842
2.778 -0.305 -0.922
-0.309 -1.235 -3.181
0.789 -2.971 1.993
2.650 1.660 -0.517
2.653 1.224 -0.415
-0.044 -0.990 0.097
0.369 1.034 0.110
0.896 -0.111 -0.484
0.140 -1.559 0.197
-0.448 0.570 2.233
-0.375 0.032 -1.709
0.069 0.663 -0.028
-0.226 1.332 0.347
-0.368 0.123 0.381
-1.962 -0.322 0.398
-0.772 -0.891 -1.048
0.369 -1.085 0.109
-1.344 0.193 0.299
-0.848 0.758 0.297

***

# 2
Computed, not measured: C17H16F9N3O10SeSn as an isolated structure, with ωB97M-V with the def2-TZVPD basis set.

Energy   -138463.9297 eV
Net charge   0
LUMO level   -0.493 eV
HOMO   -0.3355 Ha
Energy above the lowest of the compared OMol25 structures with the same formula, charge and spin   24.26 kJ/mol
HOMO-LUMO gap   8.64 eV

Each line ends with the Löwdin charge.
Atoms and positions in Å:
Sn: 0.35362 0.17206 -0.99134  1.489
O: -1.07141 -0.30958 -3.03883  -0.101
C: -0.70324 -0.95307 -4.01195  -0.178
C: 0.64239 -1.44599 -4.28458  -0.105
C: 0.81785 -2.05654 -5.53168  0.049
C: 2.05593 -2.51449 -5.90939  -0.148
C: 3.16077 -2.38578 -5.06785  0.021
C: 3.00601 -1.80039 -3.83875  0.019
C: 1.75267 -1.32236 -3.39972  -0.309
O: 1.69687 -0.80627 -2.20177  -0.235
N: 2.21907 -3.14727 -7.21792  -0.360
O: 3.32528 -3.56082 -7.50838  0.074
O: 1.23841 -3.22634 -7.93372  0.072
H: -1.44301 -1.18738 -4.79529  0.135
H: -0.02019 -2.16507 -6.20669  0.128
H: 4.12167 -2.75095 -5.39903  0.124
H: 3.84245 -1.69258 -3.16363  0.124
C: 3.02878 -0.82242 2.06229  -0.015
N: 2.54068 0.48559 2.45740  -0.070
C: 2.45229 0.68980 3.89468  -0.146
C: 2.15000 2.13570 4.23464  -0.140
C: 1.02855 2.62975 3.34562  -0.150
N: 1.40842 2.45988 1.94972  -0.074
C: 0.65180 3.21984 0.97035  -0.035
C: 1.98965 1.31003 1.54569  -0.502
O: 2.04186 1.02407 0.31687  -0.172
H: 2.40203 -1.60457 2.50171  0.095
H: 4.05201 -0.95715 2.41957  0.097
H: 3.01520 -0.91794 0.98234  0.087
H: 3.40662 0.38555 4.33061  0.127
H: 1.67980 0.02544 4.29946  0.133
H: 3.03693 2.75393 4.08550  0.123
H: 1.85879 2.21009 5.28185  0.121
H: 0.83699 3.68960 3.51225  0.124
H: 0.10173 2.07883 3.54645  0.122
H: -0.28659 2.71911 0.71001  0.068
H: 1.24461 3.37313 0.07160  0.093
H: 0.41729 4.18925 1.40540  0.093
F: -3.02796 -0.15850 3.37703  0.182
C: -3.64742 0.77571 2.66263  -0.548
F: -2.88657 1.87536 2.65873  0.178
F: -4.80304 1.07096 3.27627  0.181
C: -3.92820 0.29969 1.20836  -0.148
O: -2.78358 -0.17758 0.55167  -0.078
C: -5.08099 -0.75405 1.18631  -0.553
F: -6.27265 -0.14132 1.21023  0.179
F: -5.00814 -1.49111 0.08312  0.198
F: -5.01524 -1.56431 2.24334  0.190
C: -4.30532 1.52006 0.30941  -0.548
F: -4.82730 1.09763 -0.84281  0.195
F: -5.19083 2.31371 0.91535  0.188
F: -3.21996 2.24294 0.02945  0.183
O: -0.42239 0.17912 1.96462  -0.417
Se: -0.69292 -1.36688 1.62864  0.921
O: -2.42343 -1.45725 1.06346  -0.203
O: 0.13546 -1.75447 0.24975  -0.519
O: -0.65209 -2.43440 2.80095  -0.361

Force components x, y, z for each atom (eV/Å):
-0.394 0.436 0.108
0.114 -0.268 -0.138
0.160 -0.005 0.097
-0.074 0.012 -0.029
0.152 -0.003 0.052
-0.142 0.027 -0.023
-0.006 0.038 0.061
0.016 -0.054 -0.074
-0.131 0.037 0.099
0.124 -0.087 -0.042
-0.031 -0.032 0.012
-0.060 0.027 -0.024
0.068 -0.005 -0.003
0.023 -0.006 -0.031
-0.004 -0.004 -0.019
0.008 -0.012 -0.001
0.013 0.004 0.024
0.044 -0.057 -0.044
0.120 0.072 -0.041
-0.031 0.018 0.070
-0.026 -0.042 -0.017
-0.040 -0.019 0.046
0.012 0.073 0.078
-0.060 0.024 -0.028
-0.033 -0.229 0.048
0.165 -0.132 -0.174
0.008 0.005 -0.008
-0.026 0.000 0.007
0.000 0.006 0.020
-0.020 -0.011 0.016
-0.011 0.030 -0.022
0.001 0.006 -0.024
0.017 0.002 0.013
0.025 -0.006 0.004
0.032 0.032 -0.003
0.033 0.040 0.020
-0.036 -0.031 0.000
0.012 0.020 -0.015
-0.009 0.094 -0.035
-0.057 0.072 0.125
-0.061 -0.121 0.013
0.163 -0.042 -0.062
0.032 0.045 -0.067
0.073 0.042 -0.147
-0.100 -0.065 0.020
0.114 -0.096 0.011
-0.031 0.060 0.061
-0.022 0.056 -0.099
-0.095 0.079 -0.031
0.036 0.047 0.109
0.122 -0.090 -0.090
-0.066 -0.036 -0.001
-0.140 0.045 0.066
0.119 0.060 -0.019
-0.080 -0.083 0.223
-0.081 0.243 0.007
0.061 -0.210 -0.097

***

# 3
Computed, not measured: C3H4AlO3 as an isolated structure at a distorted geometry, with ωB97M-V with the def2-TZVPD basis set.

Energy   -15904.1507 eV
Net charge   +1
LUMO level (alpha / beta)   -7.588 / -7.587 eV
HOMO (alpha / beta)   -0.4773 / -0.4774 Ha
Energy above the lowest of the compared OMol25 structures with the same formula, charge and spin   318.48 kJ/mol
HOMO-LUMO gap (alpha / beta)   5.40 / 5.40 eV

Each line ends with the Löwdin charge.
Atoms and positions in Å:
C: -0.86451 2.00280 -0.23746  -0.140
O: 0.39509 1.99176 -0.22729  -0.088
O: 0.71730 -0.77051 -1.25571  -0.013
O: -1.44741 0.80971 0.04905  -0.047
C: 0.15816 -1.21715 -0.23215  -0.062
C: -0.80062 -0.35868 0.55433  -0.132
H: -0.03314 -2.30520 -0.19097  0.180
H: -0.23703 -0.05838 1.45548  0.163
H: -1.63340 -1.01161 0.84303  0.164
Al: 1.52724 0.87049 -1.02337  0.900
H: 2.21832 0.04677 0.26506  0.075

Force components x, y, z for each atom (eV/Å):
-3.357 0.256 -0.021
3.389 -1.242 -1.202
0.312 -0.420 -0.134
0.762 0.360 -0.958
-3.505 0.602 -2.415
0.847 -0.369 1.450
1.013 0.171 0.515
-0.197 -0.255 0.301
0.327 0.005 0.163
-0.607 -0.501 3.470
1.017 1.394 -1.169

***

# 4
Computed, not measured: a 11-piece molecular cluster, C20H54BF4N2O8 overall at a distorted geometry, with ωB97M-V with the def2-TZVPD basis set.

Energy   -52518.0431 eV
Net charge   -1
LUMO level   2.661 eV
HOMO   -0.2638 Ha
Energy above the lowest of the compared OMol25 structures with the same formula, charge and spin   209.76 kJ/mol
HOMO-LUMO gap   9.84 eV

Each line ends with the Löwdin charge.
Atoms and positions in Å:
B: 53.19100 29.37800 55.85900  -1.361
F: 53.35900 30.73300 56.04600  0.140
F: 54.22200 28.81800 55.11400  0.145
F: 53.02400 28.82600 57.09700  0.161
F: 51.99100 29.11900 55.22100  0.145
C: 49.01100 30.36100 56.89800  -0.037
C: 48.25500 29.37300 57.93600  -0.202
N: 47.50500 28.63600 58.48800  0.064
H: 49.62000 29.79600 56.20600  0.024
H: 48.70600 31.31200 56.49900  0.056
H: 49.95400 30.75500 57.50400  0.085
C: 55.86700 27.09800 57.78400  0.032
C: 55.61000 28.21100 58.96300  -0.173
N: 55.53300 28.97100 59.83100  0.115
H: 56.33500 26.42000 58.20500  -0.037
H: 54.95600 26.84900 57.49200  -0.017
H: 56.57800 27.44700 56.95000  0.123
C: 49.47400 25.96800 55.00500  -0.016
C: 49.69700 26.92900 53.73500  -0.239
O: 49.66200 28.25700 54.21800  -0.066
H: 49.58800 24.89700 54.67200  0.092
H: 48.45400 26.15800 55.25700  0.067
H: 50.06800 26.31200 55.64800  -0.039
H: 48.82400 26.97600 53.11100  0.102
H: 50.61200 26.89500 53.22200  0.069
H: 50.45600 28.37400 54.57300  -0.051
C: 57.90100 31.61700 54.51400  -0.102
C: 56.67500 30.75100 54.47600  -0.403
O: 55.57500 31.49300 54.20200  -0.067
H: 57.61800 32.39000 55.27100  0.064
H: 58.13800 32.09400 53.59200  0.053
H: 58.89000 31.16700 54.85400  0.094
H: 56.48300 30.30500 55.45100  0.107
H: 56.98900 29.95800 53.68600  0.134
H: 54.74800 31.33900 54.70700  0.075
C: 51.47000 31.94100 53.44600  -0.017
C: 51.45200 33.26800 54.49300  -0.173
O: 51.24400 32.67700 55.86700  -0.172
H: 50.54400 31.39800 53.43200  0.054
H: 52.32500 31.37600 53.72700  0.015
H: 51.80400 32.49100 52.44700  0.102
H: 50.74500 34.03600 54.46100  0.079
H: 52.25000 33.79300 54.52500  0.006
H: 52.07300 32.02800 55.94600  0.087
C: 55.60400 33.42100 57.37900  -0.062
C: 54.31600 34.18000 56.98300  -0.320
O: 54.31000 35.34500 57.84600  -0.116
H: 55.66500 33.50400 58.31400  -0.038
H: 56.61900 34.16900 56.96000  0.162
H: 55.77400 32.39400 57.04100  0.059
H: 53.41100 33.45900 57.25000  0.134
H: 54.25600 34.35400 55.95700  0.073
H: 53.34100 35.57800 57.56400  0.129
C: 52.57600 30.76300 59.32500  -0.026
C: 51.56000 30.43600 60.47600  -0.321
O: 50.73500 31.45000 60.70700  -0.049
H: 53.21600 30.06800 59.25900  -0.044
H: 53.08900 31.64200 59.44900  0.051
H: 52.04200 30.95600 58.39700  0.064
H: 52.12000 30.56700 61.43800  0.132
H: 51.14000 29.53200 60.25900  0.073
H: 50.29000 31.24700 61.49600  0.063
C: 52.88700 27.71400 50.64700  -0.063
C: 52.96000 28.50800 51.95900  -0.222
O: 54.42200 28.50000 52.33400  -0.087
H: 53.42400 28.07300 49.87300  0.036
H: 51.89600 27.77300 50.39200  0.041
H: 53.02900 26.66000 50.81400  0.068
H: 52.22900 28.30500 52.67500  0.055
H: 52.58500 29.56800 51.85400  0.114
H: 54.47100 28.82500 53.22300  0.010
C: 53.57600 23.62100 54.24600  -0.081
C: 53.66000 25.11800 54.16900  -0.360
O: 54.49700 25.66100 55.08400  -0.006
H: 54.35800 23.14600 53.92600  0.008
H: 52.69000 23.32300 53.68800  0.083
H: 53.34800 23.34200 55.25300  0.072
H: 52.51300 25.41100 54.16000  0.129
H: 54.01600 25.43300 53.06800  0.151
H: 54.69200 26.46200 54.76200  0.005
C: 52.05900 25.17400 57.99100  -0.092
C: 51.52900 26.34200 58.65900  -0.238
O: 52.60400 27.34800 59.23600  -0.116
H: 51.43800 24.45100 57.65800  0.052
H: 52.81900 24.85800 58.45800  0.001
H: 52.69000 25.72100 57.14800  0.124
H: 51.06500 26.02600 59.66400  0.118
H: 50.65000 26.99800 58.15600  0.143
H: 52.94100 27.69400 58.42700  -0.026

Force components x, y, z for each atom (eV/Å):
-0.904 -0.731 0.202
0.683 1.492 -0.458
0.676 -0.089 0.011
0.818 -0.879 1.088
-0.869 0.156 -1.228
3.414 -1.208 4.129
-2.114 0.104 -1.378
2.987 2.549 -1.603
-0.763 -0.535 -0.546
-1.511 -0.177 0.034
-1.923 -0.701 -0.594
0.179 9.956 -1.045
1.124 -1.277 -1.863
0.011 -0.703 -0.802
4.124 -6.809 4.220
-3.825 -1.256 -1.761
-1.542 0.142 1.239
-3.955 -2.402 -8.277
-1.944 0.370 2.293
-4.956 -0.173 -1.808
0.133 0.972 0.783
-0.646 -0.064 0.521
4.950 2.050 5.609
-0.143 -1.056 -0.847
1.195 -1.222 -0.982
5.283 1.477 2.619
0.907 1.059 2.501
1.843 -2.629 -0.218
-2.205 1.846 -1.432
0.723 -0.092 -0.625
-0.215 0.423 -0.898
-1.496 -0.034 -0.247
0.634 -0.652 0.039
-1.459 0.615 1.038
1.216 -0.533 -0.092
1.115 5.709 -0.760
-4.740 -7.432 1.377
2.906 -1.069 -1.321
-0.265 -0.072 -0.119
0.439 -0.728 0.400
-1.140 -1.622 1.478
-2.114 0.532 -0.857
6.336 2.790 -0.263
-2.708 1.825 0.052
2.164 2.419 -8.747
0.221 -3.539 3.131
-3.765 -0.051 -2.425
0.572 0.258 7.748
-2.909 -2.355 1.069
-0.353 0.366 -0.166
1.557 1.533 -0.409
-0.013 0.856 -1.730
2.537 0.455 1.575
-6.672 3.359 0.899
6.049 1.552 0.423
-3.378 3.730 -1.881
4.573 -5.441 -0.829
1.215 2.381 1.023
-0.182 -0.546 -0.238
0.782 -2.187 -0.615
-1.279 -2.664 -0.154
-1.160 -0.034 1.449
-1.072 -0.655 4.018
2.958 2.000 -1.997
-2.601 -0.450 -0.845
2.183 1.258 -2.219
-2.746 0.168 -1.067
0.618 -0.420 0.127
-0.482 -1.904 1.805
1.047 -0.427 -0.796
0.137 0.384 0.946
-4.536 2.482 1.493
-2.507 -0.167 -4.409
-0.547 -3.796 2.826
4.681 -2.742 -1.815
0.071 -0.171 -0.304
0.037 -0.242 0.877
2.090 0.393 0.657
-0.718 -0.640 2.085
1.380 5.073 -1.384
0.093 6.146 -5.446
-2.823 3.821 4.608
-2.461 -3.264 -0.811
-2.170 -2.022 -1.166
5.352 -3.079 4.305
-1.462 -1.601 0.376
0.375 0.467 -1.380
2.300 -1.604 0.648
0.591 0.976 -0.861